Entry 1:
{
  "formula": "C33H60NO13P2",
  "method": "ωB97M-V/def2-TZVPD",
  "gap_ev": [8.074, 8.500],
  "e_homo_ev": [-7.99, -8.41],
  "spin_multiplicity": 2,
  "lumo_energy_ev": [0.09, 0.09],
  "elements": ["C", "C", "O", "P", "O", "C", "C", "C", "C", "P", "C", "O", "C", "C", "C", "C", "N", "O", "C", "C", "C", "C", "O", "C", "C", "H", "H", "H", "H", "H", "H", "H", "H", "H", "H", "H", "H", "H", "H", "H", "H", "H", "H", "H", "H", "H", "H", "H", "H", "H", "H", "H", "H", "H", "H", "H", "H", "H", "H", "H", "H", "O", "C", "O", "C", "C", "C", "H", "H", "H", "H", "H", "H", "O", "C", "O", "C", "C", "C", "H", "H", "H", "H", "H", "H", "O", "C", "O", "C", "C", "C", "H", "H", "H", "H", "H", "H", "O", "C", "O", "C", "C", "C", "H", "H", "H", "H", "H", "H"],
  "positions_angstrom": [[-5.59, 2.18, 7.36], [-4.57, 1.17, 6.84], [-4.53, 1.08, 5.40], [-3.95, 2.30, 4.56], [-3.03, 3.20, 5.27], [-3.24, 1.54, 3.08], [-3.43, 0.03, 2.92], [-2.41, -0.77, 2.07], [-1.60, -0.25, 0.83], [-2.63, 0.55, -0.57], [-2.43, 2.38, -0.45], [-4.21, 0.49, -0.03], [-0.39, 0.60, 1.29], [1.01, -0.04, 1.26], [1.22, -1.05, 2.40], [2.06, 1.09, 1.38], [1.25, -0.74, -0.02], [2.44, -1.16, -0.21], [0.17, -1.52, -0.70], [-0.08, -0.87, -2.07], [0.64, -2.96, -0.88], [-1.09, -1.56, 0.19], [-5.32, 2.97, 4.07], [-5.27, 4.20, 3.32], [-5.13, 5.42, 4.22], [-5.19, 2.73, 8.21], [-5.85, 2.90, 6.59], [-6.51, 1.69, 7.68], [-4.82, 0.16, 7.16], [-3.57, 1.40, 7.20], [-3.73, 2.03, 2.24], [-2.19, 1.84, 3.11], [-4.43, -0.12, 2.52], [-3.45, -0.43, 3.91], [-2.93, -1.68, 1.75], [-1.64, -1.12, 2.76], [-1.83, 2.71, -1.30], [-1.99, 2.75, 0.47], [-3.43, 2.80, -0.55], [-4.60, -0.36, -0.27], [-0.34, 1.54, 0.73], [-0.53, 0.89, 2.33], [0.81, -0.65, 3.33], [2.28, -1.24, 2.54], [0.75, -2.01, 2.20], [2.64, 1.14, 0.46], [1.59, 2.06, 1.56], [2.75, 0.88, 2.19], [0.06, 0.21, -2.03], [-1.09, -1.06, -2.41], [0.60, -1.30, -2.81], [-0.20, -3.55, -1.26], [1.45, -3.02, -1.61], [0.97, -3.40, 0.06], [-0.92, -2.30, 0.98], [-1.89, -1.97, -0.45], [-6.20, 4.23, 2.75], [-4.44, 4.16, 2.60], [-5.39, 6.31, 3.64], [-5.82, 5.34, 5.06], [-4.12, 5.53, 4.60], [4.92, 0.37, 5.25], [5.40, -0.20, 4.31], [4.75, -0.31, 3.13], [5.50, -1.11, 2.21], [6.94, -1.04, 2.70], [6.75, -0.89, 4.20], [5.10, -2.13, 2.24], [5.35, -0.71, 1.21], [7.53, -1.91, 2.40], [7.43, -0.16, 2.29], [6.66, -1.86, 4.71], [7.51, -0.31, 4.70], [8.63, -1.22, 0.04], [8.10, -1.93, -0.76], [8.20, -1.71, -2.09], [7.39, -2.65, -2.82], [7.20, -3.83, -1.87], [7.22, -3.15, -0.51], [6.44, -2.16, -3.06], [7.90, -2.90, -3.74], [6.29, -4.39, -2.07], [8.04, -4.52, -1.96], [6.24, -2.79, -0.21], [7.64, -3.75, 0.29], [-0.67, -0.02, -5.03], [0.21, -0.41, -5.73], [-0.02, -1.19, -6.81], [1.22, -1.59, -7.42], [2.24, -0.55, -6.97], [1.70, -0.16, -5.60], [1.47, -2.59, -7.06], [1.07, -1.63, -8.49], [3.26, -0.93, -6.96], [2.21, 0.31, -7.64], [2.08, -0.81, -4.80], [1.89, 0.87, -5.31], [-6.49, -0.78, -7.24], [-5.73, -0.19, -6.53], [-5.70, -0.39, -5.19], [-4.76, 0.51, -4.57], [-3.78, 0.89, -5.68], [-4.68, 0.84, -6.91], [-5.31, 1.37, -4.19], [-4.29, -0.01, -3.74], [-3.31, 1.85, -5.51], [-3.00, 0.14, -5.76], [-5.20, 1.79, -7.09], [-4.18, 0.54, -7.83]]
}


Entry 2:
{
  "formula": "C33H61GeN2OPS2SeSn",
  "method": "ωB97M-V/def2-TZVPD",
  "gap_ev": 8.041,
  "charge": 2,
  "e_homo_ev": -12.74,
  "lumo_energy_ev": -4.70,
  "elements": ["Sn", "C", "C", "N", "C", "C", "S", "C", "C", "N", "H", "H", "H", "H", "H", "H", "H", "H", "H", "H", "H", "H", "H", "H", "C", "C", "C", "C", "P", "C", "C", "C", "C", "C", "C", "C", "C", "C", "C", "H", "H", "H", "H", "H", "H", "H", "H", "H", "H", "H", "H", "H", "H", "H", "H", "H", "H", "H", "H", "H", "H", "H", "C", "C", "C", "C", "C", "C", "C", "S", "C", "O", "H", "H", "H", "H", "H", "H", "H", "H", "H", "H", "C", "Ge", "C", "C", "C", "Se", "C", "H", "H", "H", "H", "H", "H", "H", "H", "H", "H", "H", "H", "H", "H"],
  "positions_angstrom": [[0.66, 0.77, -0.21], [2.54, -1.42, 1.54], [1.07, -1.78, 1.64], [0.20, -0.59, 1.65], [0.07, 0.11, 2.95], [1.25, 0.97, 3.38], [1.94, 2.04, 2.08], [3.63, 1.40, 1.88], [3.83, 0.51, 0.65], [2.74, -0.45, 0.45], [2.89, -0.99, 2.47], [3.13, -2.33, 1.37], [0.77, -2.38, 0.77], [0.89, -2.39, 2.53], [-0.74, -0.89, 1.41], [-0.82, 0.74, 2.87], [-0.13, -0.63, 3.74], [0.92, 1.62, 4.19], [2.07, 0.37, 3.78], [4.29, 2.27, 1.80], [3.91, 0.90, 2.81], [3.87, 1.14, -0.24], [4.80, 0.01, 0.73], [2.90, -0.95, -0.42], [-0.71, -0.97, -4.03], [0.31, -2.05, -3.64], [-0.30, -2.94, -2.55], [0.62, -2.93, -4.85], [1.79, -1.23, -2.83], [2.95, -2.63, -2.64], [3.85, -3.09, -3.61], [4.67, -4.18, -3.37], [4.62, -4.84, -2.15], [3.73, -4.42, -1.17], [2.92, -3.32, -1.42], [2.61, 0.03, -3.96], [4.07, 0.15, -3.53], [2.53, -0.22, -5.47], [1.93, 1.38, -3.67], [-1.64, -1.45, -4.33], [-0.36, -0.37, -4.87], [-0.92, -0.30, -3.19], [-1.25, -3.34, -2.90], [-0.48, -2.39, -1.62], [0.35, -3.79, -2.32], [-0.29, -3.43, -5.17], [1.35, -3.70, -4.61], [0.99, -2.36, -5.70], [3.90, -2.61, -4.57], [5.36, -4.51, -4.13], [5.26, -5.69, -1.96], [3.67, -4.94, -0.23], [2.20, -3.01, -0.66], [4.67, -0.71, -3.84], [4.16, 0.24, -2.44], [4.51, 1.04, -3.97], [2.94, -1.18, -5.78], [3.11, 0.56, -5.98], [1.51, -0.15, -5.84], [2.13, 1.70, -2.65], [0.85, 1.36, -3.83], [2.35, 2.14, -4.34], [-4.25, -2.26, 4.91], [-3.89, -1.91, 3.50], [-3.83, -0.58, 3.08], [-3.52, -0.24, 1.77], [-3.25, -1.26, 0.86], [-3.29, -2.60, 1.25], [-3.61, -2.91, 2.56], [-2.75, -0.93, -0.80], [-3.97, 0.27, -1.31], [-1.47, -0.10, -0.67], [-4.56, -1.39, 5.47], [-3.39, -2.71, 5.42], [-5.05, -2.99, 4.93], [-4.06, 0.21, 3.79], [-3.48, 0.80, 1.47], [-3.09, -3.38, 0.53], [-3.66, -3.95, 2.87], [-3.92, 1.15, -0.67], [-4.95, -0.20, -1.26], [-3.73, 0.54, -2.34], [-3.54, 5.81, 1.87], [-3.00, 4.60, 3.30], [-4.34, 3.20, 3.55], [-2.61, 5.54, 4.95], [-1.35, 3.62, 2.78], [-1.46, 2.78, 1.02], [-0.73, 4.26, 0.00], [-4.48, 6.29, 2.15], [-3.71, 5.27, 0.93], [-2.81, 6.60, 1.71], [-5.31, 3.63, 3.81], [-4.05, 2.52, 4.35], [-4.48, 2.63, 2.62], [-3.50, 6.06, 5.31], [-1.83, 6.29, 4.80], [-2.28, 4.85, 5.73], [-1.21, 2.81, 3.51], [-0.45, 4.23, 2.80], [-1.35, 5.14, 0.15], [-0.74, 3.99, -1.05], [0.29, 4.46, 0.33]]
}


Entry 3:
{
  "formula": "C33H61IN5O7PS2",
  "method": "ωB97M-V/def2-TZVPD",
  "gap_ev": [7.571, 7.570],
  "e_homo_ev": [-7.79, -7.79],
  "spin_multiplicity": 3,
  "lumo_energy_ev": [-0.22, -0.22],
  "elements": ["C", "C", "C", "O", "C", "N", "C", "S", "C", "C", "C", "O", "O", "P", "O", "I", "C", "C", "C", "C", "C", "S", "C", "N", "N", "C", "O", "H", "H", "H", "H", "H", "H", "H", "H", "H", "H", "H", "H", "H", "H", "H", "H", "H", "H", "H", "H", "H", "H", "H", "H", "H", "C", "C", "C", "C", "C", "C", "N", "O", "C", "C", "C", "H", "H", "H", "H", "H", "H", "H", "H", "H", "H", "H", "H", "H", "H", "H", "H", "H", "H", "C", "C", "C", "C", "C", "C", "N", "O", "C", "C", "C", "H", "H", "H", "H", "H", "H", "H", "H", "H", "H", "H", "H", "H", "H", "H", "H", "H", "H"],
  "positions_angstrom": [[7.74, -3.53, 0.81], [6.23, -3.13, 1.01], [5.31, -4.33, 0.56], [4.12, -4.51, 1.36], [2.95, -4.01, 0.75], [2.66, -2.66, 1.35], [3.19, -1.40, 0.74], [3.56, -1.29, -1.06], [2.33, -0.22, 1.42], [1.31, -0.97, 2.39], [2.01, -0.94, 3.82], [2.63, 0.06, 4.22], [1.90, -1.96, 4.62], [-0.38, -0.21, 2.75], [-0.51, -0.23, 4.44], [-0.36, 2.19, 2.20], [1.24, -2.39, 1.71], [0.08, -2.73, 0.71], [-0.05, -1.79, -0.55], [0.22, -2.52, -1.94], [-0.16, -1.47, -3.09], [1.28, -0.91, -4.08], [1.88, 0.68, -3.52], [2.10, 1.63, -4.47], [2.56, 2.73, -3.84], [2.64, 2.48, -2.53], [2.19, 1.20, -2.30], [8.04, -4.36, 1.50], [7.96, -3.83, -0.26], [8.41, -2.67, 1.06], [6.02, -2.23, 0.36], [6.04, -2.82, 2.07], [5.09, -4.22, -0.54], [5.93, -5.26, 0.70], [2.11, -4.68, 1.08], [2.95, -4.03, -0.37], [3.20, -2.71, 2.24], [4.19, -1.22, 1.22], [4.05, -2.49, -1.51], [3.12, 0.43, 1.85], [1.81, 0.45, 0.68], [-0.20, 0.63, 4.79], [1.08, -3.12, 2.56], [0.24, -3.79, 0.34], [-0.88, -2.77, 1.28], [0.60, -0.88, -0.54], [-1.13, -1.45, -0.58], [-0.49, -3.39, -1.96], [1.28, -2.85, -2.00], [-0.82, -2.04, -3.80], [-0.75, -0.64, -2.62], [3.01, 3.14, -1.72], [-0.50, 8.72, -4.84], [-0.27, 8.87, -3.30], [1.13, 9.45, -3.02], [2.26, 8.45, -3.23], [2.00, 7.18, -2.42], [0.63, 6.56, -2.72], [-0.49, 7.55, -2.64], [-0.73, 7.78, -1.35], [0.68, 5.91, -4.12], [0.42, 5.37, -1.77], [-1.30, 9.93, -2.87], [0.38, 9.01, -5.42], [-0.78, 7.71, -5.13], [-1.33, 9.33, -5.18], [1.17, 9.81, -1.99], [1.30, 10.32, -3.66], [2.38, 8.22, -4.29], [3.20, 8.90, -2.91], [2.80, 6.46, -2.63], [2.08, 7.42, -1.36], [-0.31, 5.54, -4.41], [1.36, 5.06, -4.13], [1.03, 6.59, -4.90], [0.49, 5.65, -0.72], [1.17, 4.60, -1.94], [-0.56, 4.91, -1.93], [-2.32, 9.57, -3.01], [-1.18, 10.84, -3.47], [-1.18, 10.23, -1.83], [-4.59, -3.72, 4.53], [-4.44, -3.61, 2.98], [-5.80, -3.26, 2.34], [-6.77, -4.43, 2.29], [-6.12, -5.64, 1.62], [-4.79, -6.03, 2.28], [-3.86, -4.87, 2.44], [-3.34, -4.60, 1.25], [-5.09, -6.68, 3.65], [-4.15, -7.17, 1.46], [-3.52, -2.39, 2.78], [-5.62, -3.57, 4.86], [-4.24, -4.67, 4.92], [-3.98, -2.98, 5.05], [-5.64, -2.91, 1.31], [-6.26, -2.43, 2.87], [-7.12, -4.68, 3.30], [-7.67, -4.14, 1.73], [-6.82, -6.48, 1.65], [-5.97, -5.41, 0.56], [-4.16, -6.89, 4.19], [-5.61, -7.63, 3.52], [-5.73, -6.07, 4.29], [-4.00, -6.90, 0.42], [-4.80, -8.05, 1.47], [-3.19, -7.46, 1.89], [-2.52, -2.58, 3.18], [-3.93, -1.51, 3.29], [-3.42, -2.11, 1.73]]
}


What did we get for M? Answer: 740.79; 867.25; 861.89 g/mol, in the order shown.
What did we get for energy above the lowest of the compared OMol25 structures with the same formula, charge and spin? Answer: 0.0; 0.0; 189.2 kJ/mol, in the order shown.